# C4H2F2O

A cluster of 2 separate species, C4H2F2O in total at a distorted geometry (the ωB97M-V functional and the def2-TZVPD basis, the OMol25 dataset).

Bonds (Å) are listed after each position.
Geometry (Å):
1 F -1.908 0.688 -0.434  C5 1.354
2 F -1.234 0.310 1.623  C5 1.361
3 O 1.124 1.127 -0.977  C6 1.341, H9 0.984
4 C -0.121 -1.041 -0.390  C5 1.638, C6 1.389, C7 1.256
5 C -0.875 0.232 0.312  F1 1.354, F2 1.361, C4 1.638, C6 1.527
6 C 0.547 0.167 -0.239  O3 1.341, C4 1.389, C5 1.527
7 C -0.586 -2.208 -0.418  C4 1.256
8 H 1.436 0.028 2.238  no bonds
9 H 1.615 0.697 -1.714  O3 0.984

Values from the calculation:
- total charge = 0
- highest occupied orbital energy (alpha / beta) (eV) = -10.80 / -9.01
- maximum force (eV Å⁻¹) = 3.7
- Kohn-Sham gap (alpha / beta) (eV) = 9.41 / 8.01
- calculated total energy (Ha) = -428.226883
- relative energy (zero: lowest compared OMol25 entry of this formula, charge and spin) (kJ/mol) = 858.43

Mulliken population analysis, charges in e, atoms 1 to 6: F -0.203; F -0.190; O -0.437; C 0.407; C 0.793; C -0.340


# C4H2F3O3

A cluster of 2 separate species, C4H2F3O3 in total at a distorted geometry (the ωB97M-V functional and the def2-TZVPD basis, the OMol25 dataset).

Bonds (Å) are listed after each position.
Geometry (Å):
1 F 3.414 0.093 1.309  C7 1.358
2 F 2.861 -0.611 -0.650  C7 1.399
3 F 2.634 1.559 -0.151  C7 1.439
4 O 0.116 0.859 0.432  C8 1.385, C10 1.451
5 O 1.185 -0.172 3.781  C9 1.160
6 O 0.400 -1.977 2.654  C9 1.173
7 C 2.436 0.236 0.379  F1 1.358, F2 1.399, F3 1.439, C10 1.465
8 C 0.112 -0.465 0.027  O4 1.385, C10 1.496, H11 1.095, H12 0.982
9 C 0.843 -0.942 2.983  O5 1.160, O6 1.173
10 C 1.135 0.005 1.012  O4 1.451, C7 1.465, C8 1.496
11 H -0.673 -1.062 0.504  C8 1.095
12 H 0.414 -0.653 -0.888  C8 0.982

Values from the calculation:
- total charge = -1
- highest occupied orbital energy (eV) = -3.81
- maximum force (eV Å⁻¹) = 5.4
- Kohn-Sham gap (eV) = 7.86
- calculated total energy (Ha) = -678.937040
- relative energy (zero: lowest compared OMol25 entry of this formula, charge and spin) (kJ/mol) = 39.09

Mulliken population analysis, charges in e, atoms 1 to 6: F -0.275; F -0.317; F -0.319; O -0.447; O -0.466; O -0.500